The following is a quantum chemistry calculation of a cluster of 2 separate species, CH2NO2 in total at a distorted geometry, from the OMol25 dataset.

As for the total energy: -244.5468 a.u. For the LUMO energy, the calculation gives 4.2596 eV.

Structure (ORCA input):
```
! RIJCOSX wB97M-V def2-TZVPD def2/J DEFGRID3
* xyz -1 1
C -2.33529 -0.01992 0.06106
N 0.03322 0.00453 0.45500
O -2.44969 1.05824 -0.44147
O -2.62555 -1.11639 0.43209
H -0.01939 0.38603 1.40745
H 0.07928 0.99604 0.00534
*
```

How positive or negative is each atom? The Mulliken charges in e answer that: number 1, C, carries 0.47; number 2, N, carries -0.77; number 3, O, carries -0.39; number 4, O, carries -0.42; number 5, H, carries 0.04; number 6, H, carries 0.07